Record 1
The following is a quantum chemistry calculation of 2 unconnected molecules or ions with the total composition C26H22BN4O10 at a distorted geometry, from OMol25.

Each line ends with the natural charge from an NBO analysis.
Element x y z (Å)
O (-1.61088, 0.54639, 0.06928)  -0.422
O (0.23210, 4.57344, 0.98922)  -0.424
O (2.54609, 1.95728, 1.23186)  -0.421
O (-0.24418, -6.05412, -6.84799)  -0.338
O (-3.13480, -4.71680, -4.29009)  -0.053
O (-3.23485, -4.05172, -2.08865)  -0.371
O (1.77783, -4.54584, -0.26748)  -0.340
O (3.20596, -5.26480, -1.73171)  -0.364
O (1.82392, -6.30287, -6.25075)  -0.376
O (-1.23813, 1.07973, 3.33493)  -0.425
N (-2.13400, -5.13958, -5.03892)  -0.102
N (-2.59814, -4.47301, -3.08097)  0.397
N (2.06257, -4.93495, -1.40471)  0.508
N (0.65505, -5.99137, -6.00369)  0.509
C (1.01435, -5.01013, -2.39760)  0.004
C (-2.08859, -0.23537, 5.29649)  -0.644
C (-0.26531, -4.64665, -2.04840)  -0.101
C (0.11220, -0.56858, 4.04079)  -0.329
C (-0.00860, 5.40476, 3.06069)  -0.325
C (-1.22258, 1.81633, 0.36047)  0.203
C (-1.08909, 0.07734, 4.25359)  0.243
C (-0.14167, 4.02208, 3.12770)  -0.344
C (0.71349, 0.05106, 2.95068)  -0.344
C (0.46021, 7.06640, 1.17667)  -0.641
C (-2.04258, 2.71875, -0.26484)  -0.347
C (-0.98862, -5.16449, -4.32300)  0.092
C (1.30592, -5.45161, -3.70244)  -0.105
C (-3.49825, -0.51736, -1.19212)  -0.638
C (4.98019, 1.81369, 0.64903)  -0.642
C (-0.13646, 1.04426, 2.53962)  0.199
C (1.60410, 1.45174, -0.73642)  -0.348
C (0.01889, 3.54545, 1.85308)  0.199
C (-3.00192, 1.98180, -0.95199)  -0.326
C (-2.72492, 0.64952, -0.71717)  0.232
C (-1.24287, -4.73425, -3.02767)  0.044
C (1.37066, 1.80273, 0.56712)  0.200
C (0.22910, 5.71858, 1.73749)  0.234
C (2.98464, 1.39981, -0.89764)  -0.329
C (3.54135, 1.72065, 0.32446)  0.237
C (0.33658, -5.53642, -4.67018)  0.013
B (0.00743, 2.05269, 1.32710)  0.018
H (1.44400, 7.11554, 0.71001)  0.207
H (-3.81829, 2.36975, -1.53823)  0.199
H (3.52118, 1.16437, -1.80160)  0.199
H (-3.04180, -0.49885, 4.83829)  0.207
H (-2.25218, 0.63400, 5.93257)  0.206
H (0.84773, 1.26432, -1.47978)  0.218
H (5.22250, 2.81761, 0.99779)  0.208
H (-1.76492, -1.06667, 5.92255)  0.214
H (0.40602, 7.83400, 1.94843)  0.215
H (-2.86446, -1.18165, -1.77863)  0.198
H (-0.32737, 3.42004, 4.00134)  0.221
H (-1.95527, 3.79052, -0.20217)  0.222
H (1.66276, -0.18649, 2.50051)  0.221
H (-3.87659, -1.08415, -0.34124)  0.210
H (5.23107, 1.11388, 1.44566)  0.207
H (-0.28401, 7.28982, 0.41288)  0.205
H (5.60111, 1.58981, -0.21816)  0.215
H (0.50277, -1.39410, 4.61224)  0.200
H (-4.34525, -0.21253, -1.80618)  0.216
H (-0.07351, 6.10153, 3.87977)  0.199
H (2.32196, -5.72996, -3.94335)  0.289
H (-0.49365, -4.30541, -1.04852)  0.292

The value obtained for the lowest unoccupied orbital energy is -1.078 eV. For the HOMO energy, the calculation gives -4.148 eV. As for the total charge: -1. Its energy above the lowest of the compared OMol25 structures with the same formula, charge and spin is 0.27 kcal/mol. Its total energy is -54419.855 eV.

***

Record 2
The following is a quantum chemistry calculation of a molecular structure, C9H13N3S at a distorted geometry, from OMol25.

Each line ends with the natural charge from an NBO analysis.
Element x y z (Å)
S (1.18461, 2.27004, 0.71493)  -0.187
N (1.51786, 1.38990, -1.86464)  -0.639
N (1.37409, -0.60234, 1.22580)  -0.452
N (1.39894, -0.07599, -0.12372)  -0.462
C (0.03170, -0.59208, 1.66522)  0.195
C (-2.46990, -0.54184, 2.68485)  -0.254
C (-1.02959, -1.08030, 0.76816)  -0.273
C (-1.38133, -0.41681, 3.66271)  -0.189
C (1.36015, 0.36583, -3.00185)  -0.295
C (1.45455, 1.20594, -0.46702)  0.229
C (-0.15331, 0.32997, -3.45711)  -0.673
C (-2.29058, -0.85370, 1.33356)  -0.205
C (-0.12312, -0.27026, 3.10047)  -0.272
H (2.23840, 0.77193, -3.75389)  0.216
H (2.05440, -0.10719, 1.91893)  0.388
H (0.73965, 0.04582, 3.66793)  0.216
H (-3.42790, -0.70567, 3.23044)  0.208
H (1.15283, 2.41903, -2.40255)  0.421
H (2.00269, -0.46841, -2.80406)  0.218
H (-0.72409, -1.41253, -0.24863)  0.234
H (-0.79146, 1.42698, -2.95324)  0.260
H (-3.22890, -1.42062, 0.85076)  0.217
H (1.93434, -0.74349, -0.66997)  0.383
H (-0.27389, 0.35119, -4.91860)  0.243
H (-1.86190, -0.41878, 4.72998)  0.233
H (-0.68825, -0.86659, -2.88845)  0.240

The value obtained for the lowest unoccupied orbital energy is 0.340 eV. For the HOMO energy, the calculation gives -7.959 eV. As for the total charge: 0. Its energy above the lowest of the compared OMol25 structures with the same formula, charge and spin is 180.51 kcal/mol. Its total energy is -24841.802 eV.

***

Record 3
The following is a quantum chemistry calculation of a molecular structure, C35H23Cl2I2O2PSSe4Ti, from OMol25.

Each line ends with the Mulliken spin population.
Element x y z (Å)
I (-5.41358, 1.63291, 7.37183)  0.000
I (-0.72859, -1.99199, 1.89699)  0.005
Se (-1.20820, 2.96851, -1.11047)  -0.003
Se (-4.50769, 1.57114, -1.45110)  -0.041
Se (-3.32195, 3.53406, -2.01963)  0.029
Se (-0.88064, 4.02882, 0.89578)  -0.006
Ti (-2.38887, 0.44137, -0.74759)  1.039
Cl (-1.84180, -4.78857, -2.63113)  0.000
Cl (-1.52949, 0.58137, -3.30021)  -0.007
S (-2.47951, -1.87223, -1.50861)  -0.021
P (0.96127, -0.24351, -0.51812)  -0.010
O (-3.71002, -0.47038, 0.81234)  -0.015
O (-2.21768, 1.06904, 1.18225)  0.014
C (3.32315, 0.27319, 0.83949)  0.001
C (-1.34402, -3.37720, -3.51959)  0.001
C (1.59024, -4.07716, -1.81750)  0.000
C (-3.33981, 1.82933, 3.58411)  0.000
C (-1.64493, -2.10241, -3.02265)  0.008
C (2.85102, -4.04798, -2.38888)  0.000
C (1.03829, -2.91792, -1.28847)  0.003
C (-3.22374, 0.38928, 1.57774)  -0.004
C (0.16701, -0.32142, 2.77246)  0.006
C (1.95778, 2.35808, -0.93184)  0.005
C (-4.71120, 1.22822, 5.44697)  0.003
C (3.47899, 1.34812, 2.96331)  0.000
C (-0.63169, -3.57784, -4.68756)  -0.002
C (3.55334, -2.85011, -2.44286)  0.000
C (-0.47415, -1.20928, -4.98698)  -0.003
C (1.40413, 0.21645, 2.29931)  -0.009
C (-3.77296, 0.68169, 2.92765)  0.002
C (1.73954, -1.71508, -1.31360)  -0.004
C (4.09170, 0.91551, 1.83035)  0.000
C (-3.81515, 2.10867, 4.85677)  -0.001
C (2.41185, 3.31014, -3.09334)  -0.001
C (1.73944, 1.00972, -2.90433)  0.003
C (-4.68564, -0.17982, 3.51913)  0.002
C (2.32668, 3.44097, -1.71616)  0.002
C (-1.18863, -1.04693, -3.81463)  0.003
C (2.11425, 2.09100, -3.68667)  0.001
C (1.52052, 1.44390, 4.43122)  0.000
C (2.12639, 1.01414, 3.22656)  0.001
C (1.99702, -0.01699, 1.01231)  0.009
C (-5.15712, 0.08686, 4.79518)  -0.002
C (-0.18924, -2.49218, -5.42742)  0.004
C (1.66981, 1.12453, -1.51552)  -0.013
C (3.00121, -1.69610, -1.91362)  0.001
C (0.27174, 1.02905, 4.76781)  0.000
C (-0.38219, 0.08072, 3.95695)  -0.001
H (4.01839, 1.93523, 3.69727)  0.000
H (0.04272, -2.94504, -0.86486)  0.000
H (1.85081, 2.50215, 0.13587)  0.000
H (-1.30874, -0.35869, 4.29762)  0.000
H (4.53256, -2.81413, -2.90459)  0.000
H (-5.85890, -0.58162, 5.27384)  0.000
H (5.13526, 1.13524, 1.64538)  0.000
H (2.51073, 4.39585, -1.24106)  0.000
H (-2.63898, 2.48890, 3.08178)  0.001
H (1.01885, -4.99634, -1.79213)  0.000
H (2.08138, 2.10009, 5.08613)  0.000
H (0.37521, -2.64492, -6.33694)  0.000
H (3.54442, -0.76404, -1.99795)  0.000
H (-3.49185, 2.99912, 5.37788)  0.000
H (1.50132, 0.06584, -3.37999)  0.000
H (3.28245, -4.94988, -2.80578)  0.000
H (2.68975, 4.15881, -3.70581)  0.000
H (-0.19886, 1.36601, 5.68262)  0.000
H (-0.14999, -0.33788, -5.53981)  0.000
H (-0.41962, -4.58941, -5.00513)  0.000
H (-5.00856, -1.05818, 2.97548)  0.000
H (3.78224, 0.09865, -0.12425)  0.000
H (2.16251, 1.98254, -4.76368)  0.000

The value obtained for the lowest unoccupied orbital energy (alpha / beta) is 1.942 / 1.942 eV. For the HOMO energy (alpha / beta), the calculation gives -4.046 / -4.039 eV. As for the total charge: -1. Its energy above the lowest of the compared OMol25 structures with the same formula, charge and spin is 10.83 kcal/mol. As for the spin multiplicity: 2. Its total energy is -386641.455 eV.

***

Record 4
The following is a quantum chemistry calculation of a molecular structure, C14H15F16N2O7S2, from OMol25.

Each line ends with the natural charge from an NBO analysis.
Element x y z (Å)
S (-3.02026, 3.52704, 1.31966)  2.416
S (-1.29043, 2.15463, -0.28739)  2.319
F (-0.89882, -5.53223, -0.04419)  -0.315
F (3.63529, 4.13371, -0.26820)  -0.328
F (0.60134, 5.49036, 0.82296)  -0.315
F (1.50486, -4.41640, -1.06725)  -0.310
F (2.83001, 6.14616, -0.56493)  -0.336
F (4.63487, 3.80777, 2.39238)  -0.322
F (2.44737, -6.33318, -0.68290)  -0.328
F (-0.93740, -3.30698, -1.73993)  -0.318
F (-1.75777, -5.77433, -2.80779)  -0.310
F (-2.46764, -3.22070, -3.29845)  -0.317
F (0.81435, -5.52415, 1.31734)  -0.320
F (2.41734, 5.33225, 2.00242)  -0.336
F (5.34874, 1.81737, 2.93628)  -0.332
F (-1.18011, -5.02001, -4.78099)  -0.333
F (3.37631, 1.65122, 1.11266)  -0.306
F (2.86976, 0.86695, 3.09334)  -0.338
O (0.13817, 2.14728, -0.52820)  -0.983
O (0.82422, -6.26754, -2.15686)  -0.512
O (1.36419, 3.47912, 1.25169)  -0.478
O (-2.12657, 2.56888, -1.38648)  -0.971
O (-1.32968, 2.28017, 4.08668)  -0.523
O (-4.03284, 2.51045, 1.16532)  -0.962
O (-3.32477, 4.83270, 0.81695)  -0.925
N (-1.53955, 3.02407, 1.04754)  -1.276
N (-2.87696, 3.75735, 3.04524)  -0.798
C (-1.68256, 0.46940, 0.23368)  -0.684
C (3.07178, 2.01498, 2.37331)  0.596
C (4.29465, 2.66723, 3.02315)  0.521
C (2.49374, 4.85111, -0.33321)  0.498
C (-3.52651, 0.13773, -1.67289)  -0.607
C (1.74688, 2.78678, 2.41444)  -0.132
C (0.31672, -6.06005, 0.18211)  0.506
C (-2.06305, 3.01080, 3.56164)  0.890
C (-1.17008, -3.49841, -3.05070)  0.521
C (-2.75078, -0.40541, -0.47127)  -0.393
C (1.26722, -5.73261, -0.97903)  0.850
C (-0.89762, -4.95325, -3.44371)  0.595
C (1.72412, 4.75942, 0.98992)  0.855
C (0.53827, -5.47620, -3.29488)  -0.133
H (1.87154, 4.47890, -1.14786)  0.168
H (1.26809, -4.67814, -3.43513)  0.211
H (-2.26728, -1.33475, -0.77518)  0.193
H (-0.54793, -2.81443, -3.63411)  0.145
H (0.97915, 2.02039, 2.52190)  0.246
H (0.22732, -7.14202, 0.29657)  0.144
H (-2.87017, 0.57097, -2.42334)  0.218
H (4.10429, 2.87695, 4.07867)  0.133
H (1.67922, 3.41186, 3.30706)  0.200
H (-1.94031, 0.55325, 1.28808)  0.241
H (-4.21075, 0.92593, -1.36020)  0.227
H (-0.72179, -0.04521, 0.21977)  0.236
H (0.66146, -6.16322, -4.13101)  0.225
H (-4.10374, -0.67810, -2.11557)  0.189
H (-3.48223, -0.70705, 0.28257)  0.201

The value obtained for the lowest unoccupied orbital energy is 2.032 eV. For the HOMO energy, the calculation gives -6.327 eV. As for the total charge: -1. Its total energy is -97225.687 eV.